(1)
Below is a 2-piece molecular cluster, C19H19F3N2O4S3 overall, with properties calculated with ωB97M-V/def2-TZVPD.

Summary:
energy above the lowest of the compared OMol25 structures with the same formula, charge and spin: 0.0 kJ/mol
E_LUMO: -0.11 eV
M: 492.57 Da
DFT total energy: -2639.988008 hartree
highest occupied orbital energy: -7.83 eV
SMILES: O=S(=O)(c1ccccc1)N(SC(F)(F)F)S(=O)(=O)c1ccccc1.Cc1c[nH]c(C)c1

Cartesian coordinates (Å):
1 O -1.38809 -0.41151 5.00419
2 S -0.94694 0.84767 4.47298
3 O 0.34814 1.38606 4.78045
4 C -2.20938 2.08274 4.82863
5 C -1.81880 3.23117 5.52008
6 C -2.78454 4.16496 5.89267
7 C -4.13438 3.93024 5.59124
8 C -4.51422 2.75985 4.91911
9 C -3.54998 1.82062 4.55324
10 N -1.00286 0.60094 2.66028
11 S 0.28307 1.09465 1.62924
12 C -0.48277 2.68076 1.05853
13 F 0.47946 3.31046 0.33392
14 F -0.87251 3.48658 2.06720
15 F -1.55722 2.45463 0.26349
16 S -1.70696 -0.91380 2.15883
17 O -0.77269 -1.96760 2.44246
18 O -3.04807 -0.91749 2.68359
19 C -1.80831 -0.68195 0.39612
20 C -3.04282 -0.35573 -0.16013
21 C -3.15008 -0.22306 -1.54151
22 C -2.03007 -0.43946 -2.35443
23 C -0.80111 -0.79739 -1.78429
24 C -0.69902 -0.95764 -0.40668
25 H -0.76757 3.38290 5.75839
26 H -2.48452 5.07204 6.42411
27 H -4.89257 4.65932 5.88889
28 H -5.56631 2.57427 4.68761
29 H -3.82982 0.89413 4.05704
30 H -3.89628 -0.19150 0.49439
31 H -4.11263 0.04864 -1.98241
32 H -2.11977 -0.34421 -3.44144
33 H 0.08165 -0.95708 -2.41332
34 H 0.23644 -1.28637 0.04272
35 C 1.71572 -2.91437 -4.68254
36 C 3.12739 -2.48929 -4.60017
37 C 3.61845 -1.18142 -4.45832
38 N 4.99466 -1.25269 -4.58752
39 C 5.40916 -2.55785 -4.67249
40 C 6.83261 -2.92928 -4.72035
41 C 4.26620 -3.35528 -4.68054
42 H 1.65120 -4.00910 -4.71279
43 H 1.13476 -2.57075 -3.81424
44 H 1.21526 -2.52600 -5.58405
45 H 3.08189 -0.23931 -4.47405
46 H 5.63681 -0.46297 -4.59769
47 H 6.92021 -4.01978 -4.73393
48 H 7.32304 -2.53830 -5.62134
49 H 7.38182 -2.55367 -3.84629
50 H 4.25233 -4.43781 -4.73888

Cartesian forces, eV/Å:
O 0.2 0.7 -0.3
S 0.0 -0.5 -0.4
O -0.7 -0.1 -0.4
C 0.2 0.0 0.1
C 0.1 0.0 -0.2
C -0.3 -0.2 -0.1
C 0.3 -0.1 -0.1
C 0.2 0.2 0.2
C 0.0 0.0 -0.1
N 0.3 -0.1 0.4
S -0.6 1.2 1.4
C 0.2 -0.3 -0.3
F -0.8 -0.3 0.4
F 0.2 -0.6 -0.7
F 0.7 0.4 0.6
S -0.3 0.0 0.0
O -0.4 0.5 -0.2
O 0.6 -0.1 -0.1
C -0.1 -0.5 -0.2
C 0.2 0.2 0.2
C 0.2 -0.1 -0.3
C -0.1 0.1 0.2
C -0.1 0.0 -0.1
C 0.0 0.0 -0.1
H -0.2 0.0 -0.1
H -0.1 -0.4 -0.2
H 0.3 -0.3 -0.1
H 0.4 0.1 0.1
H 0.1 0.1 0.0
H 0.2 0.0 -0.2
H 0.4 -0.1 0.1
H 0.1 0.0 0.4
H -0.4 0.0 0.2
H -0.3 0.1 -0.1
C -0.9 -0.2 0.1
C 1.4 1.1 0.4
C -0.2 -1.3 -1.0
N 0.2 0.1 0.4
C -1.4 -0.1 0.0
C 0.6 -0.1 0.0
C 0.4 1.0 0.0
H -0.1 0.2 0.0
H 0.1 -0.1 -0.2
H 0.2 -0.1 0.2
H 0.2 -0.2 0.1
H -0.5 -0.4 0.1
H 0.1 0.2 0.0
H 0.0 -0.1 0.1
H -0.1 -0.1 -0.2
H 0.0 0.2 0.0

(2)
Below is one molecule with the formula C5H8O2S, with properties calculated with ωB97M-V/def2-TZVPD.

Summary:
energy above the lowest of the compared OMol25 structures with the same formula, charge and spin: 222.2 kJ/mol
E_LUMO: -0.26 eV
M: 132.18 Da
DFT total energy: -743.902775 hartree
highest occupied orbital energy: -8.78 eV
SMILES: OC[C@@H]1C(=S)C[C@H]1O

Cartesian coordinates (Å):
1 O -1.99910 1.86079 0.04463
2 C -0.58193 1.79259 0.20031
3 C 0.13091 0.59659 -0.41857
4 C -0.22168 -0.76108 0.15874
5 S -1.34043 -1.79666 -0.20220
6 C 1.04046 -0.73258 0.99193
7 C 1.55744 0.44251 0.15111
8 O 2.65912 0.14627 -0.63388
9 H -2.19149 1.40170 -0.81585
10 H -0.03709 2.65959 -0.28168
11 H -0.38113 1.68568 1.28167
12 H 0.14602 0.69738 -1.53414
13 H 1.60554 -1.66815 0.89590
14 H 0.89689 -0.55107 2.04205
15 H 1.94033 1.34533 0.70423
16 H 2.63649 -0.90858 -0.84421

Cartesian forces, eV/Å:
O 0.7 -0.9 -1.5
C 0.6 0.2 0.1
C 0.0 0.1 -2.0
C 0.9 1.5 0.0
S -1.1 -1.1 -0.1
C 0.2 -1.0 0.0
C 0.6 1.4 1.9
O 0.1 -4.3 -1.8
H 0.0 0.7 1.2
H -0.8 -0.4 0.9
H -0.1 0.8 -0.3
H -0.3 -0.3 0.7
H 0.1 0.2 0.1
H -0.2 0.2 0.5
H -0.8 -0.7 -0.1
H 0.1 3.9 0.5

(3)
Below is C46H112CrN5O14 as an isolated structure, with properties calculated with ωB97M-V/def2-TZVPD.

Summary:
net charge: -1
spin multiplicity: 5
E_LUMO (spin up / spin down): 1.45 / 1.40 eV
M: 1011.42 Da
DFT total energy: -4191.267044 hartree
highest occupied orbital energy (spin up / spin down): -1.42 / -1.42 eV
expectation value of S²: 6.01

Cartesian coordinates (Å):
1 Cr -3.04430 15.32083 -17.79754
2 C -5.99350 14.74140 -21.74150
3 C -6.22200 14.35041 -20.25881
4 C -7.52850 13.54983 -20.22361
5 C -7.40817 12.13770 -20.76216
6 C -6.26064 11.46038 -20.04290
7 C -4.92284 12.20134 -20.01979
8 N -5.20162 13.58254 -19.59255
9 O -4.00060 14.26971 -19.38081
10 C -4.24993 12.16004 -21.40759
11 C -4.08690 11.53374 -18.94303
12 C -6.46175 15.64942 -19.53150
13 H -5.77855 13.90570 -22.40292
14 H -5.07703 15.34362 -21.75581
15 H -6.82642 15.29068 -22.18034
16 H -8.31241 14.09126 -20.76448
17 H -7.88136 13.52802 -19.18795
18 H -7.27011 12.12965 -21.84975
19 H -8.30233 11.52276 -20.62532
20 H -6.10109 10.39985 -20.26979
21 H -6.64939 11.34967 -19.01881
22 H -5.01814 12.03432 -22.17028
23 H -3.48609 11.38571 -21.45808
24 H -3.80048 13.13107 -21.61965
25 H -4.60962 11.53196 -17.98461
26 H -3.14022 12.02333 -18.72030
27 H -3.88864 10.48829 -19.19925
28 H -6.72389 15.49043 -18.48113
29 H -7.23957 16.26622 -19.99066
30 H -5.55397 16.24710 -19.49188
31 C -2.91292 6.89135 -22.34002
32 C -2.62574 6.31214 -20.95728
33 C -2.56022 7.52603 -20.01369
34 C -2.73900 7.18595 -18.54938
35 C -3.95058 6.26034 -18.39241
36 C -3.83983 4.97774 -19.23021
37 N -3.66074 5.37419 -20.60554
38 O -3.77724 4.32317 -21.48949
39 C -5.21320 4.30150 -19.06626
40 C -2.80687 3.97729 -18.67157
41 C -1.21755 5.65566 -20.95897
42 H -2.14142 7.61294 -22.62951
43 H -3.90163 7.35561 -22.36601
44 H -2.94055 6.08823 -23.07865
45 H -3.38608 8.20865 -20.26794
46 H -1.67403 8.14408 -20.19598
47 H -2.93813 8.06141 -17.91941
48 H -1.89090 6.64628 -18.11030
49 H -4.80702 6.83343 -18.77097
50 H -4.15983 6.06340 -17.33598
51 H -5.25832 3.31813 -19.52883
52 H -5.97928 4.94634 -19.50589
53 H -5.46886 4.21891 -18.00256
54 H -2.00004 4.45892 -18.10202
55 H -2.22849 3.55311 -19.49809
56 H -3.25485 3.14379 -18.13173
57 H -1.22663 4.75540 -21.57218
58 H -0.99827 5.37886 -19.92647
59 H -0.43001 6.34154 -21.28966
60 C -5.41766 19.06266 -17.74264
61 C -4.35849 18.19497 -17.07016
62 O -3.51744 18.73814 -16.35395
63 O -4.39687 16.95088 -17.37100
64 H -5.68210 19.90764 -17.10756
65 H -6.28870 18.44807 -17.96471
66 H -5.03081 19.50315 -18.66397
67 C -11.70526 11.89625 -16.68380
68 C -10.83542 11.66147 -17.90871
69 C -11.67934 11.21765 -19.08049
70 O -12.37105 10.02204 -18.72543
71 C -13.12838 9.52510 -19.79816
72 N -10.22325 12.96482 -18.22064
73 H -12.16514 10.97883 -16.31262
74 H -12.45154 12.67888 -16.82979
75 H -11.09432 12.22904 -15.83674
76 H -10.08687 10.91275 -17.64431
77 H -11.08712 11.08672 -19.99667
78 H -12.49096 11.92251 -19.32243
79 H -13.72777 8.66538 -19.50142
80 H -12.48675 9.11055 -20.59060
81 H -13.73958 10.33941 -20.20466
82 H -9.49519 12.98219 -18.94089
83 H -10.87717 13.44213 -18.85546
84 C 0.71916 13.77922 -19.32760
85 C -0.32802 14.73979 -18.79551
86 C -1.04515 15.47213 -19.91945
87 O -2.07853 16.26904 -19.31012
88 C -2.77105 17.05798 -20.25674
89 N -1.35284 14.00188 -17.98167
90 H 1.56150 13.68006 -18.63875
91 H 1.12367 14.14217 -20.27598
92 H 0.40679 12.75524 -19.54021
93 H 0.04813 15.55959 -18.18019
94 H -1.49145 14.84943 -20.70110
95 H -0.35663 16.16683 -20.40782
96 H -2.16950 17.37966 -21.10825
97 H -3.22362 17.92917 -19.78682
98 H -3.60681 16.48337 -20.66776
99 H -0.89054 13.55751 -17.19001
100 H -1.50358 13.18819 -18.58185
101 C -6.08760 4.85699 -14.99268
102 O -6.63040 6.02978 -14.41387
103 C -7.43721 5.86388 -13.27991
104 C -7.67464 7.27499 -12.75707
105 N -8.21043 8.07702 -13.84675
106 C -7.98055 9.49557 -13.84406
107 C -8.35851 10.01297 -15.22271
108 O -7.58501 9.34212 -16.19914
109 C -6.32653 9.87178 -16.46606
110 H -5.51093 4.30475 -14.24128
111 H -5.42472 5.26456 -15.75102
112 H -6.78750 4.15825 -15.45888
113 H -6.92691 5.29573 -12.48994
114 H -8.39980 5.37296 -13.46321
115 H -6.78038 7.65389 -12.24097
116 H -8.44969 7.24450 -11.97897
117 H -7.71644 7.71830 -14.66024
118 H -6.92095 9.73400 -13.63593
119 H -8.53245 10.04879 -13.07563
120 H -8.26333 11.09069 -15.40380
121 H -9.42612 9.78826 -15.31205
122 H -6.34125 10.86927 -16.91505
123 H -5.74533 9.19761 -17.10024
124 H -5.67895 9.89362 -15.57528
125 C -8.03535 14.84996 -14.26913
126 C -7.89197 14.94074 -15.77583
127 O -6.86375 14.03682 -16.19092
128 H -7.17986 15.27120 -13.74764
129 H -8.25824 13.81812 -13.99559
130 H -8.95555 15.36911 -13.97835
131 H -7.63758 15.94554 -16.12947
132 H -8.82963 14.70000 -16.28349
133 H -7.12923 13.38788 -16.84922
134 C -4.23577 12.58397 -14.67512
135 C -3.60379 13.88604 -15.11008
136 O -4.19121 14.41283 -16.30654
137 H -3.67182 12.12802 -13.86173
138 H -4.25758 11.89389 -15.51908
139 H -5.27577 12.73531 -14.38416
140 H -2.51959 13.77007 -15.19938
141 H -3.66962 14.66019 -14.33529
142 H -5.10560 14.63537 -16.04867
143 C -0.86314 12.26273 -22.54447
144 C 0.52978 12.19836 -23.14396
145 O 1.41262 12.99029 -22.31966
146 H -0.79552 12.76880 -21.57973
147 H -1.38127 11.33449 -22.29284
148 H -1.57792 12.72308 -23.22831
149 H 0.52674 12.51220 -24.18818
150 H 0.90832 11.17412 -23.07104
151 H 2.29667 12.72119 -22.58587
152 C -9.61031 17.76773 -17.66829
153 C -11.05353 18.09670 -18.05238
154 O -11.93788 16.97223 -17.88239
155 H -9.45912 17.76084 -16.58906
156 H -9.08698 18.64666 -18.06490
157 H -9.15651 16.90285 -18.15091
158 H -11.09698 18.25052 -19.12967
159 H -11.32209 18.95790 -17.43991
160 H -11.60603 16.46794 -17.13130
161 C -11.67541 16.60364 -21.90617
162 C -10.81974 15.74367 -20.97337
163 O -11.63032 15.13654 -19.97335
164 H -11.11461 16.90221 -22.79566
165 H -12.05106 17.49995 -21.40431
166 H -12.52475 16.02222 -22.26338
167 H -9.93540 16.26160 -20.59992
168 H -10.55931 14.92478 -21.65241
169 H -11.68670 15.78604 -19.25098
170 C -8.62970 8.88812 -19.34303
171 C -8.13865 7.47013 -19.13518
172 O -8.80071 6.59063 -20.04305
173 H -9.71179 8.98253 -19.19580
174 H -8.38078 9.18003 -20.36603
175 H -8.20056 9.65308 -18.69311
176 H -8.32902 7.08473 -18.12803
177 H -7.05830 7.46147 -19.27657
178 H -9.71756 6.55848 -19.75706

Cartesian forces, eV/Å:
Cr -2.5 0.4 0.3
C 1.2 -0.1 -0.1
C -1.1 -0.1 -1.2
C -0.6 -0.1 0.1
C 0.5 -0.4 -0.7
C -0.4 -0.8 1.0
C -0.6 0.7 -0.1
N 0.2 -0.4 1.5
O 0.4 0.6 -0.6
C -0.1 0.2 0.2
C 0.3 -0.4 0.4
C 0.3 0.6 0.8
H -0.2 -0.1 0.1
H -0.2 0.2 -0.2
H 0.0 0.2 0.2
H 0.1 0.1 -0.1
H 0.3 -0.1 0.1
H 0.2 0.2 0.0
H -0.2 0.3 0.2
H 0.0 0.2 -0.7
H 0.4 0.4 0.2
H 0.2 -0.4 -0.1
H -0.1 -0.1 -0.2
H 0.3 -0.1 0.2
H -0.2 0.1 -0.1
H 0.0 0.1 -0.4
H 0.0 0.1 -0.1
H 0.0 -0.2 0.0
H -0.1 -0.2 -0.2
H 0.0 0.0 -0.1
C -0.1 -0.5 -0.5
C 1.2 0.3 -0.1
C -0.8 0.5 0.3
C -0.3 -0.8 0.7
C 0.2 0.6 -0.3
C -0.6 -0.1 0.7
N -1.3 0.8 0.0
O 0.5 -0.5 -0.2
C -0.3 0.3 -0.3
C 1.2 0.1 -0.5
C -0.1 0.1 0.2
H 0.0 0.1 0.1
H 0.0 0.1 0.1
H 0.1 0.0 0.1
H -0.1 -0.2 -0.1
H 0.2 -0.3 0.0
H 0.3 0.2 -0.2
H 0.2 0.3 -0.2
H -0.1 -0.2 0.0
H 0.2 -0.2 0.0
H 0.1 0.1 -0.1
H 0.0 -0.1 -0.2
H 0.2 -0.1 0.0
H -0.4 0.0 0.5
H -0.5 -0.2 -0.2
H 0.1 0.1 0.3
H -0.1 0.0 0.0
H 0.3 -0.1 -0.1
H -0.1 0.0 -0.1
C -0.3 0.0 0.2
C 0.8 0.4 0.0
O -0.1 -0.1 0.0
O 0.4 -0.8 -0.5
H 0.0 -0.1 0.1
H -0.1 0.1 -0.2
H 0.1 -0.2 -0.1
C 0.2 -0.3 1.0
C -0.3 0.9 0.1
C -0.9 -0.8 -0.1
O 0.4 -0.5 0.0
C 0.4 -0.2 -0.4
N 0.0 0.8 -1.3
H -0.3 0.0 -0.4
H -0.1 -0.1 -0.3
H 0.2 0.1 -0.2
H 0.1 0.0 -0.3
H 0.1 -0.2 0.1
H 0.4 0.5 0.1
H -0.2 0.3 0.5
H 0.1 0.4 -0.1
H -0.2 -0.3 -0.1
H 0.4 -1.1 0.7
H -0.5 0.4 0.9
C 1.1 0.4 -0.2
C -0.7 -0.2 0.0
C -0.3 0.3 -0.1
O 1.1 0.3 -0.3
C -1.5 0.2 -0.7
N 0.8 -0.4 -0.6
H 0.0 0.1 0.1
H 0.1 0.0 0.1
H -0.6 0.2 0.1
H 0.4 -0.3 0.2
H -0.1 -0.3 0.3
H 0.2 -0.1 0.0
H 0.5 -0.1 0.3
H 0.3 0.0 0.3
H 0.2 -0.2 0.1
H 0.1 0.4 0.2
H -0.9 0.1 0.1
C 0.5 0.4 0.2
O -0.3 -0.6 -0.1
C 0.1 0.5 0.7
C -1.1 0.1 0.7
N 0.4 -0.5 -0.2
C 0.8 0.9 0.4
C 0.1 0.2 0.2
O -0.9 -0.6 -0.6
C 1.2 -0.1 0.6
H 0.1 0.0 -0.1
H 0.1 -0.5 -0.1
H -0.4 0.3 0.1
H 0.1 -0.1 -0.1
H 0.1 0.0 -0.4
H 0.2 0.2 -0.5
H 0.2 -0.2 0.1
H -0.3 0.2 -0.3
H 0.0 0.0 0.0
H -0.3 -0.3 0.0
H 0.2 0.1 0.5
H 0.2 -0.3 -0.7
H -0.2 0.0 0.0
H -0.6 -0.1 -0.4
H -0.3 0.3 0.2
C -1.0 0.1 -0.4
C -0.2 -0.3 -0.4
O 0.4 0.2 0.4
H 0.0 -0.2 0.1
H 0.5 -0.1 0.1
H 0.3 0.4 0.1
H 0.2 0.0 0.2
H 0.0 -0.2 0.1
H -0.2 0.3 -0.2
C -0.2 0.0 -0.4
C 0.4 0.4 0.8
O 1.0 -0.6 0.8
H -0.1 0.0 0.1
H 0.1 -0.1 0.0
H 0.0 0.0 0.1
H -0.1 -0.1 -0.7
H -0.3 -0.1 0.1
H -0.2 0.0 -1.0
C -0.7 0.0 0.1
C 0.0 -0.9 0.8
O -0.1 0.0 -0.7
H -0.2 0.4 -0.3
H 0.7 -0.4 -0.2
H 0.1 0.5 0.3
H 0.2 0.2 0.0
H -0.1 -0.1 -0.4
H 0.1 0.2 0.1
C 0.0 1.1 -0.6
C 0.8 -1.5 -0.1
O 0.1 0.3 0.5
H 0.0 -0.2 0.0
H 0.4 -0.1 0.3
H -0.3 -0.2 0.1
H -0.1 0.7 0.1
H -0.6 0.1 -0.3
H -0.2 -0.1 0.1
C 0.1 0.5 0.2
C -1.2 -0.8 -1.5
O 0.6 0.5 0.2
H 0.1 0.1 0.1
H 0.0 0.0 -0.1
H 0.0 0.0 0.2
H 0.0 -0.1 0.2
H 0.8 -0.1 0.5
H -0.4 -0.2 0.1
C -0.3 0.5 -0.1
C -0.4 0.1 0.6
O 0.4 0.0 -0.2
H 0.0 -0.2 -0.1
H -0.2 0.0 -0.1
H 0.3 -0.3 0.2
H 0.1 0.4 0.2
H -0.1 -0.5 -0.4
H 0.0 0.0 0.0